(1)
Computed, not measured: C46H50Br2Cl5N7O7PTi as an isolated structure, with the ωB97M-V functional and the def2-TZVPD basis.

Last column: Löwdin charge in e.
Element x y z (Å)
Ti  -0.3272  -0.3568  -0.4317  1.025
C  -3.8325  0.7942  2.6890  -0.015
C  -2.6030  1.5670  3.0551  -0.300
C  -2.6031  2.5080  4.1174  -0.019
C  -1.4653  3.2126  4.3915  -0.045
C  -0.3032  2.9997  3.6126  -0.200
C  0.9390  3.6580  3.7914  -0.635
Br  1.1453  4.9505  5.1764  0.698
C  2.0103  3.3677  2.9959  -0.196
C  1.9038  2.4161  1.9682  -0.601
Br  3.4289  2.0907  0.9028  0.780
C  0.7219  1.7260  1.7148  -0.378
O  0.5722  0.8322  0.8036  -0.253
C  -0.4009  2.0465  2.5816  -0.120
N  -1.5287  1.3542  2.3369  0.199
H  -4.5175  0.7058  3.5329  0.072
H  -3.5538  -0.1860  2.3110  0.048
H  -4.3535  1.2958  1.8695  0.093
H  -3.5018  2.6511  4.7045  0.103
H  -1.4334  3.9292  5.2021  0.068
H  2.9592  3.8633  3.1467  0.083
O  -4.6935  2.3286  -3.0742  -0.052
C  -3.6871  2.6941  -3.7391  -0.677
O  -3.6507  3.3239  -4.8056  -0.036
C  -2.3483  2.2767  -3.1395  -0.059
C  -1.1571  2.9674  -3.2535  -0.018
N  -0.2662  2.3921  -2.4152  0.033
N  -0.8243  1.3653  -1.7687  0.019
C  -2.0632  1.2537  -2.2034  -0.116
C  -2.7787  0.0763  -1.5420  -0.501
O  -4.1396  0.2676  -1.4218  0.033
O  -2.1437  0.0437  -0.2857  -0.250
H  -4.3943  1.0921  -1.9292  0.063
H  -0.9190  3.8413  -3.8344  0.123
H  0.7000  2.5997  -2.2351  0.157
C  -5.0153  -5.3995  -5.2373  -0.074
C  -4.3154  -4.3253  -4.4555  -0.292
C  -3.2499  -4.6060  -3.6195  -0.036
C  -2.5868  -3.6348  -2.8830  -0.174
C  -1.4113  -4.1179  -2.0861  -0.062
C  -3.0208  -2.2754  -2.9370  -0.053
C  -4.0639  -1.9760  -3.8649  -0.176
C  -4.4739  -0.5797  -4.2144  -0.025
C  -4.6838  -2.9916  -4.5730  -0.033
C  -2.3282  -1.2684  -2.1650  -0.216
O  -0.9845  -0.6919  -4.6970  0.006
O  -1.1173  -1.5262  -1.7509  -0.193
H  -4.5802  -6.3797  -5.0350  0.063
H  -4.9459  -5.2219  -6.3140  0.070
H  -6.0780  -5.4511  -4.9883  0.070
H  -2.9058  -5.6322  -3.5294  0.102
H  -1.4382  -5.2101  -2.0322  0.074
H  -1.3957  -3.7170  -1.0763  0.046
H  -0.4727  -3.8115  -2.5515  0.077
H  -5.2115  -0.1679  -3.5323  0.082
H  -4.8876  -0.5547  -5.2239  0.085
H  -3.6251  0.1009  -4.1945  0.062
H  -5.4652  -2.7130  -5.2735  0.110
N  1.3492  -0.4246  -1.5955  -0.235
P  1.9502  -1.3686  -2.6524  0.616
N  2.1381  -2.9879  -2.1867  -0.178
C  2.9625  -3.9373  -2.9408  -0.234
C  3.6037  -4.9851  -2.0362  -0.200
C  2.5090  -5.7217  -1.2729  -0.191
C  1.6630  -4.7260  -0.4611  -0.154
C  2.0253  -3.2762  -0.7637  -0.261
N  1.1837  -1.3710  -4.1623  -0.123
C  1.6854  -2.1781  -5.2762  -0.197
C  0.7758  -2.0596  -6.4914  -0.182
C  0.7306  -0.6213  -7.0097  -0.184
C  0.8214  0.3840  -5.8515  -0.122
C  0.3612  -0.2481  -4.5350  -0.405
N  3.5730  -0.9636  -3.0549  -0.200
C  4.5222  -1.2193  -1.9690  -0.229
C  5.8845  -0.6448  -2.3287  -0.181
C  5.8255  0.8885  -2.3741  -0.200
C  4.4079  1.3508  -2.7137  -0.201
C  3.7159  0.3705  -3.6482  -0.226
H  3.7207  -3.3964  -3.5165  0.100
H  2.3446  -4.4905  -3.6615  0.099
H  4.3142  -4.5245  -1.3448  0.103
H  4.1771  -5.6776  -2.6603  0.107
H  2.9296  -6.4999  -0.6317  0.098
H  1.8767  -6.2303  -2.0070  0.104
H  1.8114  -4.8736  0.6118  0.113
H  0.6036  -4.8842  -0.6506  0.084
H  2.9569  -3.0136  -0.2410  0.087
H  1.2657  -2.6252  -0.3420  0.040
H  1.7280  -3.2207  -4.9743  0.084
H  2.7103  -1.8763  -5.5487  0.116
H  -0.2243  -2.3786  -6.2004  0.110
H  1.1325  -2.7416  -7.2680  0.105
H  -0.1822  -0.4620  -7.5849  0.104
H  1.5680  -0.4504  -7.6945  0.100
H  0.2060  1.2659  -6.0491  0.116
H  1.8483  0.7353  -5.7396  0.093
H  -1.5484  0.0922  -4.7242  0.086
H  0.4065  0.4580  -3.7045  0.101
H  4.5910  -2.2983  -1.8039  0.092
H  4.1666  -0.7796  -1.0247  0.112
H  6.1728  -1.0394  -3.3082  0.108
H  6.6352  -0.9867  -1.6131  0.104
H  6.5386  1.2671  -3.1123  0.098
H  6.1241  1.3086  -1.4095  0.098
H  4.4231  2.3480  -3.1642  0.110
H  3.7977  1.4193  -1.8143  0.038
H  4.2559  0.3029  -4.6064  0.115
H  2.7232  0.7620  -3.8683  0.080
Cl  2.0543  -1.4208  1.9944  0.710
C  0.4244  -1.9371  2.3870  -0.657
C  -0.5762  -1.8535  1.4237  -0.163
C  -1.7987  -2.4023  1.8280  -0.662
Cl  -3.1389  -2.5340  0.7295  0.778
C  -2.0293  -2.8983  3.1090  -0.716
Cl  -3.5796  -3.5192  3.5626  0.632
C  -1.0039  -2.9032  4.0448  -0.717
Cl  -1.2751  -3.5073  5.6427  0.627
C  0.2491  -2.4330  3.6743  -0.714
Cl  1.5444  -2.4773  4.8223  0.630

Results
E_tot = -308385.576 eV
energy above the lowest of the compared OMol25 structures with the same formula, charge and spin = 0.0000 eV
expectation value of S² = 0.78
E_HOMO (spin up / spin down) = -0.78 / -3.39 eV
LUMO energy (spin up / spin down) = 3.566 / 3.566 eV
spin multiplicity = 2
total charge = -2


(2)
Computed, not measured: C25H48OP4Pt as an isolated structure in a non-equilibrium geometry, with the ωB97M-V functional and the def2-TZVPD basis.

Last column: Löwdin charge in e.
Element x y z (Å)
Pt  0.2166  0.0068  0.0467  0.485
P  -1.3726  -1.7674  0.3404  0.669
P  1.5963  -0.8864  2.0637  0.792
P  1.3931  -1.4904  -1.3956  0.669
H  0.4436  3.9457  -1.2139  0.082
C  -0.0136  3.0967  -1.7426  -0.089
C  -1.3409  2.9977  -1.8156  -0.076
H  -1.9690  3.7009  -1.2383  0.087
C  -2.9095  -1.2594  1.1727  -0.234
C  -0.9217  -3.2269  1.3620  -0.217
C  -2.0053  -2.5408  -1.1946  -0.225
C  2.8961  0.3600  2.3862  -0.231
C  0.6365  -0.8970  3.6427  -0.226
C  2.5529  -2.4490  2.2877  -0.206
C  0.8295  -1.9083  -3.0893  -0.225
C  1.9169  -3.2048  -0.9294  -0.216
C  3.0304  -0.6963  -1.5995  -0.248
H  0.6995  2.6136  -2.4098  0.035
H  -1.8511  2.5690  -2.6904  0.078
H  -3.4387  -0.5294  0.5490  0.056
H  -2.7038  -0.8251  2.1598  0.029
H  -3.5307  -2.1574  1.3041  0.080
H  -0.5695  -2.9315  2.3571  0.033
H  -0.1648  -3.8619  0.8912  0.035
H  -1.8340  -3.8277  1.4854  0.082
H  -2.2377  -1.7662  -1.9384  0.041
H  -2.9237  -3.0843  -0.9380  0.080
H  -1.2789  -3.2490  -1.6121  0.054
H  3.7245  -0.1123  2.9324  0.077
H  2.5113  1.1988  2.9794  0.034
H  3.2855  0.7471  1.4381  0.049
H  1.0871  -1.6050  4.3500  0.075
H  -0.4079  -1.1821  3.4861  0.030
H  0.6332  0.0999  4.0924  0.022
H  3.6271  -2.2462  2.1619  0.074
H  2.2559  -3.2167  1.5716  0.013
H  2.3965  -2.8549  3.3016  0.076
H  1.2969  -2.8220  -3.4881  0.083
H  1.1197  -1.0516  -3.7014  0.014
H  -0.2600  -2.0200  -3.1136  0.031
H  2.0597  -3.7899  -1.8521  0.073
H  1.1567  -3.7100  -0.3194  0.017
H  2.8801  -3.1802  -0.3958  0.058
H  3.5551  -1.1533  -2.4480  0.078
H  3.6323  -0.8407  -0.6873  0.052
H  2.9107  0.3815  -1.7792  0.035
C  -1.4134  0.3332  -4.5514  -0.202
C  -0.3755  0.7835  -3.7049  -0.041
C  0.8551  1.1248  -4.2714  -0.042
C  1.1019  0.8122  -5.6095  0.062
C  0.1037  0.2166  -6.4087  0.050
C  -1.1635  -0.0258  -5.8876  0.071
O  -2.7058  0.2890  -4.0581  0.154
H  -3.3145  0.1943  -4.8178  0.160
H  -0.6112  0.9154  -2.6360  0.067
H  1.6556  1.5288  -3.6495  0.119
H  2.0840  0.9928  -6.0221  0.150
H  0.2950  -0.0996  -7.4310  0.150
H  -1.9809  -0.4851  -6.4477  0.157
C  -2.2419  2.0895  0.6746  -0.246
P  -0.5384  1.7828  1.2075  0.755
C  0.9027  2.8797  0.9768  -0.260
C  -0.7909  1.9310  3.0456  -0.252
C  -1.9585  1.3915  3.6223  -0.046
C  -2.1073  1.3581  5.0027  0.037
C  -1.1203  1.8885  5.8331  0.090
C  0.0060  2.4943  5.2714  0.035
C  0.1538  2.5604  3.8893  -0.035
H  -2.4306  1.6953  -0.3431  0.042
H  -2.3470  3.1816  0.6970  0.078
H  -2.9883  1.6348  1.3375  0.044
H  0.4984  3.8995  0.9696  0.084
H  1.6166  2.7618  1.7980  0.028
H  1.4587  2.6637  0.0525  0.031
H  -2.7698  1.0107  2.9959  0.092
H  -3.0179  0.9111  5.4107  0.153
H  -1.2386  1.8515  6.9112  0.160
H  0.7762  2.9392  5.8945  0.151
H  0.9963  3.1213  3.4786  0.116

Results
E_tot = -69109.687 eV
energy above the lowest of the compared OMol25 structures with the same formula, charge and spin = 0.6093 eV
expectation value of S² = 6.05
E_HOMO (spin up / spin down) = -18.21 / -20.48 eV
LUMO energy (spin up / spin down) = -11.419 / -15.423 eV
spin multiplicity = 5
total charge = +4


(3)
Computed, not measured: a 4-piece molecular cluster, C21H44Cl6NO5 overall, with the ωB97M-V functional and the def2-TZVPD basis.

Last column: Löwdin charge in e.
Element x y z (Å)
C  5.5937  1.1795  1.3657  -0.087
C  4.2084  1.4369  0.7604  -0.198
C  4.2349  2.1430  -0.6016  -0.210
O  3.5644  1.4352  -1.6369  -0.101
C  2.1805  1.5815  -1.6535  -0.194
C  1.4161  0.4897  -0.8944  -0.315
C  0.0017  0.3588  -1.4293  -0.003
N  -0.7388  -0.3238  -0.3358  -0.028
O  -2.0579  -0.6283  -0.7113  -0.044
C  -3.0100  -0.1075  0.2530  -0.098
C  -4.3413  -0.7774  -0.0586  -0.186
O  -5.3808  0.1372  0.1378  -0.141
C  -6.3556  -0.1940  1.1247  -0.266
C  -7.6398  0.5256  0.8001  -0.068
C  -0.0024  -1.5447  0.1857  -0.234
O  0.2150  -1.2205  1.5213  -0.081
C  0.3887  -2.3701  2.3733  -0.154
C  -0.9399  -3.0005  2.7981  -0.207
C  -1.0793  -4.4466  2.3310  -0.106
C  1.2354  -1.8537  -0.6479  -0.093
O  2.0750  -0.7569  -0.9587  -0.041
H  5.6136  0.2343  1.9087  0.071
H  5.8812  1.9468  2.0833  0.074
H  6.3588  1.1189  0.5914  0.073
H  3.6811  0.4904  0.6314  0.102
H  3.6175  2.0252  1.4674  0.091
H  5.2622  2.2533  -0.9496  0.132
H  3.8157  3.1572  -0.5283  0.076
H  1.8959  2.5333  -1.1806  0.072
H  1.8536  1.6240  -2.6973  0.121
H  1.3079  0.7979  0.1535  0.077
H  -0.4864  1.3118  -1.6277  0.157
H  -0.0577  -0.2546  -2.3268  0.163
H  -0.7529  0.3274  0.4627  0.153
H  -2.6512  -0.3265  1.2618  0.129
H  -3.1190  0.9720  0.1254  0.141
H  -4.4780  -1.6615  0.5722  0.128
H  -4.3279  -1.1128  -1.1006  0.138
H  -6.5140  -1.2778  1.1402  0.118
H  -5.9860  0.0927  2.1159  0.122
H  -7.4853  1.6026  0.7584  0.081
H  -8.3757  0.3131  1.5765  0.083
H  -8.0472  0.1901  -0.1523  0.082
H  -0.6967  -2.3854  0.0867  0.153
H  0.9647  -2.0085  3.2206  0.134
H  1.0153  -3.1075  1.8620  0.121
H  -1.7628  -2.3962  2.4059  0.101
H  -1.0015  -2.9630  3.8861  0.114
H  -1.9750  -4.9263  2.7203  0.079
H  -0.2132  -5.0320  2.6447  0.084
H  -1.0962  -4.4990  1.2385  0.033
H  0.9097  -2.3540  -1.5658  0.123
H  1.8265  -2.5750  -0.0820  0.145
Cl  1.3785  5.7456  2.9660  0.571
C  1.7110  5.2237  1.2961  -0.711
C  0.6075  4.3790  0.7260  -0.607
Cl  0.5414  2.7592  1.5041  0.617
H  2.6633  4.7001  1.2940  0.043
H  1.7918  6.1177  0.6804  0.033
H  0.8095  4.2081  -0.3314  0.019
H  -0.3686  4.8416  0.8368  0.077
Cl  -0.6729  -4.9913  -1.7496  0.539
C  -1.7287  -6.3957  -2.1130  -0.631
C  -2.4162  -6.9343  -0.8873  -0.663
Cl  -1.3013  -7.7179  0.2588  0.556
H  -1.1061  -7.1441  -2.5939  0.073
H  -2.4781  -6.0426  -2.8180  0.076
H  -3.1398  -7.6885  -1.1909  0.077
H  -2.9347  -6.1424  -0.3521  0.063
Cl  3.7217  6.0451  -1.1437  0.627
C  4.0747  4.7834  -2.3597  -0.627
C  3.1512  4.8732  -3.5449  -0.594
Cl  1.4765  4.4302  -3.0867  0.598
H  3.9727  3.8151  -1.8746  0.000
H  5.1094  4.9182  -2.6667  0.089
H  3.4675  4.1678  -4.3104  0.083
H  3.1247  5.8743  -3.9650  0.072

Results
E_tot = -109343.684 eV
E_HOMO = -12.44 eV
LUMO energy = -1.917 eV
total charge = +1


(4)
Computed, not measured: a 2-piece molecular cluster, C2H3Cl2N overall, with the ωB97M-V functional and the def2-TZVPD basis.

Last column: Löwdin charge in e.
Element x y z (Å)
C  -1.3549  -0.8463  0.7981  -0.042
C  1.0979  1.0989  -0.1998  -1.035
N  -1.8744  -1.8630  0.6048  0.075
Cl  1.0203  2.4445  -1.3563  0.482
Cl  1.4607  -0.4212  -1.0384  0.471
H  1.9033  1.3047  0.5019  0.025
H  0.1319  0.9765  0.2862  -0.050
H  -2.3848  -2.6940  0.4035  0.074

Results
E_tot = -28656.226 eV
energy above the lowest of the compared OMol25 structures with the same formula, charge and spin = 0.7107 eV
E_HOMO = -10.72 eV
LUMO energy = 0.955 eV
total charge = 0


(5)
Computed, not measured: one molecule with the formula C8H15N3OS in a non-equilibrium geometry, with the ωB97M-V functional and the def2-TZVPD basis.

Last column: Löwdin charge in e.
Element x y z (Å)
C  -1.8054  0.2176  -1.7673  -0.566
C  0.0020  1.6194  0.9944  -0.173
C  0.4330  0.1629  -1.0836  -0.310
C  -0.5383  0.5045  0.1148  -0.394
C  1.4428  -0.9289  -0.8726  -0.026
C  -0.0895  -0.2568  -3.4277  -0.001
C  -1.4500  -0.0110  3.5732  -0.374
C  -0.6627  -0.7796  0.9914  -0.433
N  1.0906  2.2153  0.8217  0.143
N  -1.7876  0.7819  -0.5604  0.158
N  -0.5298  -0.1640  -2.0631  -0.073
O  -2.7566  0.0940  -2.4986  0.084
S  -2.0826  -0.9978  2.1377  0.833
H  -0.7261  1.8012  1.8255  0.114
H  0.9715  1.0886  -1.4260  0.149
H  1.5968  -1.1124  0.1954  0.071
H  2.3058  -0.6295  -1.4671  0.088
H  0.9670  -1.8475  -1.3082  0.109
H  0.7251  0.3739  -3.4363  0.074
H  0.1069  -1.2754  -3.8038  0.109
H  -0.8450  -0.0148  -4.0270  0.044
H  -1.4058  -0.7025  4.4028  0.024
H  -2.2007  0.7261  3.8660  0.030
H  -0.6589  0.6345  3.2326  -0.002
H  0.2847  -0.9546  1.3943  0.052
H  -0.8549  -1.6128  0.3015  0.085
H  1.2734  2.9428  1.4940  0.055
H  -2.6608  0.7633  -0.0712  0.129

Results
E_tot = -25891.449 eV
energy above the lowest of the compared OMol25 structures with the same formula, charge and spin = 0.0000 eV
E_HOMO = -9.01 eV
LUMO energy = 0.613 eV
total charge = 0


(6)
Computed, not measured: a 2-piece molecular cluster, C12H20N2O8S3 overall in a non-equilibrium geometry, with the ωB97M-V functional and the def2-TZVPD basis.

Last column: Löwdin charge in e.
Element x y z (Å)
C  3.1022  -0.0090  0.7097  0.015
C  1.8586  -0.5253  1.1114  -0.146
C  1.0812  0.2482  2.1477  -0.162
C  -0.4512  0.2885  1.9945  -0.304
C  -0.8642  1.1231  0.7611  -0.607
S  -0.6408  2.8746  1.2755  0.847
O  -2.2513  0.9682  0.4193  -0.235
S  -2.6171  -0.5001  -0.1435  0.656
O  -2.5690  -0.6054  -1.5641  -0.253
O  -3.8805  -0.8522  0.4050  -0.244
C  -1.3376  -1.5710  0.5762  -0.343
N  -1.6850  -2.9735  0.4588  -0.020
C  -0.4677  -3.7212  0.1202  -0.283
C  -0.6705  -5.2259  0.1316  -0.087
C  -1.1609  -1.0855  2.0293  -0.247
N  -0.4991  -2.0814  2.9119  0.175
C  -1.2940  -2.4582  3.7584  -0.287
O  -1.9708  -2.7882  4.6492  0.201
H  3.1976  0.7872  -0.0269  0.042
H  4.0090  -0.3994  1.1790  0.056
H  1.5442  -1.4752  0.6795  0.078
H  1.3417  -0.1930  3.1132  0.127
H  1.4975  1.2653  2.1525  0.110
H  -0.8315  0.8497  2.8554  0.124
H  -0.1857  0.9843  -0.0857  0.112
H  -1.6145  3.6039  0.6862  -0.107
H  -0.4421  -1.3908  -0.0349  0.117
H  -2.4195  -3.1263  -0.2227  0.119
H  0.2942  -3.4448  0.8513  0.097
H  -0.0989  -3.4258  -0.8769  0.122
H  0.2776  -5.7300  -0.0772  0.074
H  -1.0010  -5.5894  1.1065  0.075
H  -1.3670  -5.5752  -0.6347  0.073
H  -2.1816  -0.9034  2.3902  0.146
C  1.6812  3.3804  -4.1149  -0.164
C  0.4337  4.1872  -3.8224  -0.164
O  0.2840  4.1161  -2.3997  -0.192
S  1.7352  4.0424  -1.7137  0.590
O  2.1033  5.3434  -1.2952  -0.207
O  1.7607  2.9259  -0.8422  -0.260
O  2.5745  3.6818  -3.0366  -0.185
H  1.4741  2.3082  -4.0985  0.134
H  2.1339  3.6467  -5.0664  0.135
H  -0.4472  3.7892  -4.3186  0.137
H  0.5642  5.2359  -4.0989  0.135

Results
E_tot = -64628.058 eV
E_HOMO = -7.56 eV
LUMO energy = -0.406 eV
total charge = 0